The following is a DFT calculation (ωB97M-V/def2-TZVPD) of a single C8H8O2SSe molecule in a non-equilibrium geometry.

Its frontier orbital gap is 8.7 eV. The calculation puts the electronic energy at -88700.53120 eV. The energy above the lowest of the compared OMol25 structures with the same formula, charge and spin is 0.0 kJ/mol. As for the HOMO energy: -8.6 eV. Its SMILES is COC(=O)c1cc2c(s1)C[Se]C2. Its total charge is 0.

Geometry (Å):
1 C -3.90 0.11 0.59
2 O -2.47 -0.09 0.43
3 C -1.87 0.93 -0.22
4 O -2.43 1.97 -0.55
5 C -0.46 0.77 -0.30
6 C 0.29 -0.44 -0.31
7 C 1.67 -0.14 -0.15
8 C 1.99 1.21 0.01
9 S 0.53 2.15 -0.15
10 C 3.45 1.73 0.37
11 Se 4.41 0.05 0.14
12 C 2.81 -1.07 -0.04
13 H -4.24 0.88 -0.28
14 H -4.17 0.72 1.48
15 H -4.39 -0.87 0.67
16 H -0.10 -1.34 -0.49
17 H 3.70 2.57 -0.37
18 H 3.30 1.96 1.43
19 H 2.88 -1.81 0.90
20 H 2.92 -1.81 -0.98

***

The following is a DFT calculation (ωB97M-V/def2-TZVPD) of a single C8H8S2 molecule in a non-equilibrium geometry.

Its frontier orbital gap is 8.0 eV. The calculation puts the electronic energy at -30092.10267 eV. The energy above the lowest of the compared OMol25 structures with the same formula, charge and spin is 161.4 kJ/mol. As for the HOMO energy: -7.8 eV. Its SMILES is C=C=C1SC=C[C@H]1CC=S. Its total charge is 0.

Geometry (Å):
1 C 0.59 3.11 -0.10
2 C 0.59 1.91 0.30
3 C 0.66 0.66 0.46
4 S 1.17 -0.15 1.95
5 C 1.33 -1.61 1.04
6 C 0.85 -1.62 -0.20
7 C 0.30 -0.36 -0.66
8 C -1.21 -0.37 -0.90
9 C -1.82 -0.92 0.42
10 S -3.03 -0.35 1.21
11 H -0.20 3.96 0.00
12 H 1.57 3.36 -0.51
13 H 1.80 -2.61 1.56
14 H 0.86 -2.56 -0.77
15 H 0.80 -0.19 -1.67
16 H -1.48 -1.12 -1.71
17 H -1.57 0.72 -1.17
18 H -1.22 -1.87 0.76

***

The following is a DFT calculation (ωB97M-V/def2-TZVPD) of a single C8H8Si molecule in a non-equilibrium geometry.

Its frontier orbital gap is 11.2 eV. The calculation puts the electronic energy at -16297.73734 eV. The energy above the lowest of the compared OMol25 structures with the same formula, charge and spin is 254.3 kJ/mol. As for the HOMO energy: -10.2 eV. Its SMILES is C#C[Si](C#C)(C#C)CC. Its total charge is 0.

Geometry (Å):
1 C 0.08 -2.26 1.89
2 C -0.23 -1.45 1.11
3 Si -0.63 0.02 -0.04
4 C -1.50 1.55 0.67
5 C -1.76 2.60 1.22
6 C -1.86 -0.54 -1.26
7 C -2.64 -0.84 -2.11
8 C 1.11 0.36 -0.93
9 C 2.31 0.12 0.07
10 H 0.29 -3.20 2.45
11 H -2.12 3.52 1.56
12 H -3.31 -0.98 -2.92
13 H 1.16 -0.45 -1.73
14 H 1.33 1.39 -1.31
15 H 3.08 -0.55 -0.29
16 H 2.77 1.01 0.49
17 H 1.90 -0.30 1.14